Density functional theory data (ωB97M-V with the def2-TZVPD basis set) for the molecule C5H9NO in a non-equilibrium geometry.

Structure (XYZ):
```
16
C5H9NO, DFT ωB97M-V with the def2-TZVPD basis set
H 0.103 -2.382 2.137
N -0.622 -2.163 1.451
C -0.200 -1.264 0.670
C -1.034 -0.762 -0.487
C -0.806 0.727 -0.742
C 0.705 0.984 -0.844
C 1.297 0.590 0.491
O 1.088 -0.764 0.816
H -0.751 -1.331 -1.385
H -2.081 -1.007 -0.279
H -1.196 1.310 0.101
H -1.340 1.045 -1.642
H 1.086 0.447 -1.730
H 0.937 2.039 -0.975
H 0.791 1.412 1.334
H 2.022 1.119 1.084
```

Calculated values
HOMO-LUMO gap ... 10.504 eV
Max |F| ... 0.079 hartree/bohr
LUMO level ... 0.03383 hartree
E ... -8866.58571 eV
Relative energy (zero: lowest compared OMol25 entry of this formula, charge and spin) ... 253.5 kJ/mol
SMILES ... [H]/N=C1/CCCCO1

Density functional theory data (ωB97M-V with the def2-TZVPD basis set) for C4H11CaCl2Tl as an isolated structure in a non-equilibrium geometry.

Structure (XYZ):
```
19
C4H11CaCl2Tl, DFT ωB97M-V with the def2-TZVPD basis set
Tl -0.259 0.727 2.663
Cl -0.396 2.782 1.776
C -2.348 -0.293 2.818
H -2.299 -0.845 3.830
H -2.529 -0.934 1.993
H -2.927 0.659 2.880
Ca 0.559 0.023 -1.328
C 2.830 0.906 -1.629
C -1.174 0.019 -3.086
C 0.521 -1.714 -0.039
H -1.559 -1.020 -3.015
H -2.003 0.729 -2.939
H -0.676 0.183 -4.044
H 3.452 0.098 -1.208
H 3.019 1.012 -2.706
H 3.040 1.836 -1.100
H -0.399 -2.174 0.544
H 1.205 -1.963 0.844
Cl 1.941 -0.031 3.746
```

Calculated values
HOMO-LUMO gap (spin up / spin down) ... 5.429 / 4.429 eV
Max |F| ... 0.105 hartree/bohr
LUMO level (spin up / spin down) ... 0.17632 / 0.18921 hartree
Charge ... -2
E ... -52498.48795 eV
Relative energy (zero: lowest compared OMol25 entry of this formula, charge and spin) ... 200.8 kJ/mol

Density functional theory data (ωB97M-V with the def2-TZVPD basis set) for H26NeO13 as an isolated structure.

Structure (XYZ):
```
40
H26NeO13, DFT ωB97M-V with the def2-TZVPD basis set
Ne -0.236 -0.160 -0.415
O 1.958 -0.149 2.154
H 1.201 -0.711 1.988
H 2.392 -0.547 2.909
O 0.836 2.340 2.293
H -0.020 2.156 1.906
H 1.376 1.588 2.051
O 0.373 0.605 -3.426
H -0.248 -0.102 -3.254
H 0.358 0.714 -4.377
O 2.712 0.816 -1.843
H 3.269 1.144 -2.550
H 1.887 0.593 -2.272
O 2.160 3.474 -0.806
H 2.332 2.567 -1.060
H 1.216 3.503 -0.647
O -0.969 3.962 -0.618
H -1.594 3.568 -0.010
H -0.725 4.792 -0.208
O -2.999 -2.435 -0.558
H -2.682 -1.811 0.094
H -3.446 -3.110 -0.046
O -1.925 1.999 1.562
H -2.477 2.204 2.317
H -2.181 1.111 1.312
O -1.712 -1.380 -2.948
H -2.019 -1.558 -2.059
H -2.496 -1.100 -3.420
O -0.318 -3.932 -0.134
H 0.614 -3.759 -0.271
H -0.633 -4.238 -0.984
O 3.978 -0.803 0.386
H 3.519 -0.424 -0.364
H 3.367 -0.704 1.116
O -0.075 -2.222 2.272
H -0.311 -2.766 1.521
H 0.336 -2.828 2.888
O -2.343 -0.658 1.476
H -1.520 -1.008 1.816
H -2.955 -0.729 2.209
```

Calculated values
HOMO-LUMO gap ... 9.113 eV
Max |F| ... 0.018 hartree/bohr
LUMO level ... -0.01340 hartree
E ... -30549.61607 eV
Relative energy (zero: lowest compared OMol25 entry of this formula, charge and spin) ... 58.8 kJ/mol